Record 1
{"formula": "C4H7NO", "method": "wB97M-V/def2-TZVPD", "smiles": "O=C1CCCN1", "gap_ha": 0.375, "fmax_ev_per_a": 2.3, "energy_ev": -7798.546, "de_lowest_kj_mol": 106.0, "lumo_energy_ev": 0.86, "spin_multiplicity": 1, "species": ["O", "C", "C", "C", "C", "N", "H", "H", "H", "H", "H", "H", "H"], "xyz": [[1.9963, 0.6945, -1.4676], [1.1388, 0.3679, -0.6828], [0.7435, -0.9702, -0.1096], [-0.7600, -0.8861, 0.1542], [-0.9626, 0.6524, 0.2835], [0.3927, 1.1924, 0.1756], [1.1522, -1.8911, -0.5373], [1.1295, -0.5749, 0.8578], [-1.3928, -1.3044, -0.6352], [-1.0008, -1.4189, 1.0798], [-1.5540, 1.0271, -0.5590], [-1.4625, 0.9346, 1.2139], [0.5798, 2.1767, 0.2268]], "lowdin_charge": [0.0864, -0.4905, -0.1000, -0.1611, -0.1753, 0.0099, 0.1258, 0.1397, 0.1063, 0.1038, 0.1102, 0.1111, 0.1336]}

***

Record 2
{"formula": "C21H20F5N2O15S", "method": "wB97M-V/def2-TZVPD", "total_charge": 1, "gap_ha": 0.293, "fmax_ev_per_a": 7.0, "energy_ev": -80203.050, "de_lowest_kj_mol": 312.0, "lumo_energy_ev": -5.21, "spin_multiplicity": 1, "species": ["C", "C", "C", "C", "N", "N", "C", "S", "C", "H", "H", "H", "H", "H", "C", "C", "O", "C", "O", "O", "F", "H", "H", "H", "C", "C", "O", "C", "O", "O", "F", "H", "H", "H", "C", "C", "O", "C", "O", "O", "F", "H", "H", "H", "C", "C", "O", "C", "O", "O", "F", "H", "H", "H", "C", "C", "O", "C", "O", "O", "F", "H", "H", "H"], "xyz": [[2.0997, -1.1113, -2.2327], [0.8069, -0.8949, -2.4466], [-0.7907, -0.9819, -2.2659], [-1.6896, 0.2977, -1.8965], [-3.1160, 0.0828, -1.7219], [-3.8500, -1.0283, -1.8083], [-3.1672, -2.2421, -2.1471], [-4.1059, -3.8721, -2.2636], [-1.5837, -2.3703, -2.4189], [3.1974, -1.3481, -1.9240], [-1.2184, 1.3554, -1.7789], [-3.6558, 0.9624, -1.4731], [-3.7049, -4.5351, -1.0794], [-1.0598, -3.3516, -2.6953], [-5.9181, 4.7455, -2.8997], [-5.4786, 3.7735, -3.9424], [-4.6657, 2.8677, -3.2223], [-5.1640, 2.8712, -1.9562], [-4.9100, 2.0296, -1.1264], [-5.9883, 3.9307, -1.7380], [-4.7161, 4.3811, -4.8791], [-5.1932, 5.5486, -2.7372], [-6.8882, 5.1903, -3.1277], [-6.2972, 3.2305, -4.4245], [2.7013, -2.2211, 2.7779], [3.1238, -3.4157, 1.9883], [3.5618, -2.8584, 0.7647], [4.0142, -1.6128, 1.0794], [4.7075, -0.9416, 0.3564], [3.5939, -1.2190, 2.3153], [2.0685, -4.2288, 1.7372], [1.6718, -1.9163, 2.5653], [2.8063, -2.3746, 3.8528], [3.9352, -3.9895, 2.4418], [4.6630, -2.0089, 6.9657], [6.1502, -2.1193, 6.8981], [6.3554, -3.1927, 6.0012], [5.2813, -3.1730, 5.1666], [5.2317, -3.7556, 4.1143], [4.2691, -2.4059, 5.6621], [6.6660, -2.4601, 8.1016], [4.2211, -2.6880, 7.7009], [4.3310, -0.9923, 7.1832], [6.6509, -1.2232, 6.5198], [4.2289, 2.9449, 2.9305], [2.9309, 2.6970, 3.6270], [3.1758, 1.5144, 4.3583], [4.5107, 1.5302, 4.6311], [5.0383, 0.8352, 5.4576], [5.1740, 2.4352, 3.8575], [1.9401, 2.4537, 2.7360], [4.3137, 2.3968, 1.9872], [4.4016, 4.0052, 2.7367], [2.6276, 3.4959, 4.3104], [-4.6414, -0.2184, -5.5984], [-3.8609, 0.5345, -6.6264], [-4.8617, 1.1569, -7.4029], [-5.9090, 1.3499, -6.5540], [-6.8299, 2.0874, -6.7761], [-5.7800, 0.6073, -5.4137], [-3.1646, -0.3105, -7.4208], [-4.9611, -1.2042, -5.9491], [-4.0899, -0.3405, -4.6639], [-3.1896, 1.2943, -6.2140]], "lowdin_charge": [0.1540, -0.0593, -0.0832, 0.1052, 0.0010, 0.0745, -0.5018, 0.7143, 0.0746, 0.0921, 0.1610, 0.1012, -0.0789, 0.1286, -0.0429, -0.3179, 0.1304, -0.4791, 0.1358, 0.1090, 0.0965, 0.1557, 0.1564, 0.1690, -0.0644, -0.3180, 0.1309, -0.5263, 0.1381, 0.0718, 0.0732, 0.1475, 0.1271, 0.1500, -0.0671, -0.3170, 0.1576, -0.4969, 0.1532, 0.0527, 0.0859, 0.1512, 0.1350, 0.1738, -0.0640, -0.3231, 0.1367, -0.5089, 0.1611, 0.0887, 0.0726, 0.1497, 0.1467, 0.1784, -0.0694, -0.3255, 0.1552, -0.5249, 0.1725, 0.0631, 0.0877, 0.1537, 0.1189, 0.1765]}

***

Record 3
{"formula": "C25H30CaO10P3SSi", "method": "wB97M-V/def2-TZVPD", "total_charge": -1, "gap_ha": 0.308, "fmax_ev_per_a": 1.7, "energy_ev": -111916.706, "de_lowest_kj_mol": 80.9, "lumo_energy_ev": 2.42, "spin_multiplicity": 1, "species": ["Ca", "O", "S", "O", "O", "C", "C", "C", "C", "C", "C", "P", "C", "C", "C", "C", "C", "C", "C", "C", "C", "C", "C", "C", "H", "H", "H", "H", "H", "H", "H", "H", "H", "H", "H", "H", "H", "H", "C", "C", "O", "P", "O", "O", "O", "P", "O", "O", "O", "H", "H", "H", "H", "H", "H", "H", "C", "Si", "C", "C", "C", "C", "H", "H", "H", "H", "H", "H", "H", "H", "H"], "xyz": [[0.7324, -1.7197, -0.4315], [-0.6139, -3.8079, 2.6413], [-0.8459, -2.5912, 1.9206], [-1.6240, -2.7309, 0.6781], [0.3681, -1.7800, 1.6913], [-1.8906, -1.5045, 2.8577], [-2.4695, -1.9510, 4.0316], [-3.3967, -1.1470, 4.6797], [-3.7369, 0.0860, 4.1436], [-3.1441, 0.5292, 2.9672], [-2.2119, -0.2525, 2.2969], [-1.3781, 0.3116, 0.7242], [-2.7495, 1.0397, -0.2506], [-2.4366, 2.0055, -1.2126], [-3.4073, 2.4809, -2.0833], [-4.7047, 1.9841, -2.0191], [-5.0169, 1.0035, -1.0891], [-4.0451, 0.5318, -0.2139], [-0.5329, 1.8170, 1.3718], [-1.1588, 3.0445, 1.5900], [-0.4467, 4.1178, 2.1041], [0.9042, 3.9784, 2.4058], [1.5378, 2.7659, 2.1823], [0.8259, 1.6909, 1.6652], [-2.1927, -2.9255, 4.4138], [-3.8633, -1.4885, 5.5955], [-4.4703, 0.7094, 4.6417], [-3.4223, 1.4967, 2.5640], [-1.4221, 2.3840, -1.2777], [-3.1504, 3.2380, -2.8150], [-5.4645, 2.3564, -2.6952], [-6.0194, 0.5951, -1.0483], [-4.2955, -0.2507, 0.4939], [-2.2066, 3.1741, 1.3407], [-0.9454, 5.0664, 2.2640], [1.4605, 4.8181, 2.8046], [2.5940, 2.6494, 2.3949], [1.3452, 0.7576, 1.4782], [-1.5963, -3.6910, -4.4710], [-0.4681, -2.8791, -3.8451], [0.2977, -2.2870, -4.8873], [-1.1563, -1.5215, -2.8154], [-2.2973, -2.0828, -1.8894], [-2.0077, -0.6544, -3.8539], [-0.1035, -0.6708, -2.1633], [0.5813, -3.9486, -2.7290], [2.0254, -3.2231, -2.9459], [0.6483, -5.3572, -3.1563], [0.1406, -3.5310, -1.3368], [-2.1884, -3.0577, -5.1343], [-2.2464, -4.1092, -3.7027], [-1.1590, -4.5134, -5.0358], [1.1633, -2.0693, -4.5163], [-2.0206, -2.4913, -1.0357], [-1.7864, 0.2762, -3.7607], [2.6378, -3.8724, -3.3056], [5.0920, 2.6596, -0.2979], [5.2971, 0.9636, 0.4528], [6.8664, 0.2189, -0.2204], [5.5458, 1.1875, 2.2952], [3.8676, -0.0482, 0.0999], [2.8575, -0.7093, -0.1613], [5.9648, 3.2903, -0.0963], [4.2060, 3.1502, 0.1170], [4.9561, 2.5907, -1.3808], [7.7148, 0.8730, 0.0046], [6.8121, 0.0809, -1.3037], [7.0561, -0.7591, 0.2313], [6.5809, 1.4697, 2.5127], [5.3206, 0.2624, 2.8324], [4.8926, 1.9703, 2.6929]], "lowdin_charge": [1.1978, -0.2786, 0.4561, -0.3794, -0.5245, -0.2541, -0.0532, -0.0787, -0.0803, -0.0905, -0.2932, 1.1298, -0.3701, -0.1139, -0.0951, -0.0976, -0.0818, -0.0865, -0.3370, -0.1066, -0.0926, -0.0925, -0.0711, -0.0717, 0.1115, 0.1007, 0.0998, 0.1013, 0.1129, 0.1001, 0.0963, 0.1005, 0.1100, 0.0974, 0.0962, 0.0971, 0.0887, 0.0665, -0.0707, -0.5861, -0.0527, 0.4788, -0.1128, -0.0965, -0.4293, 0.3369, -0.1556, -0.2875, -0.4862, 0.0819, 0.0868, 0.0824, 0.0785, 0.0411, 0.0772, 0.0809, -0.1987, 0.3313, -0.2054, -0.1945, -0.3062, -0.2095, 0.0241, 0.0162, 0.0276, 0.0219, 0.0262, 0.0275, 0.0214, 0.0291, 0.0083]}

***

Record 4
{"formula": "C2H4FP", "method": "wB97M-V/def2-TZVPD", "gap_ha": 0.347, "fmax_ev_per_a": 5.4, "energy_ev": -14140.438, "de_lowest_kj_mol": 379.2, "lumo_energy_ev": 0.23, "spin_multiplicity": 1, "species": ["C", "C", "F", "P", "H", "H", "H", "H"], "xyz": [[0.6405, 0.2139, 0.2114], [-1.5630, -0.1584, -0.1093], [0.7717, 1.1292, 1.1696], [1.7746, -0.6892, -0.6977], [-1.5047, -0.9706, 0.5766], [-1.4869, -0.1981, -1.2240], [-1.7296, 0.7021, 0.4478], [3.0974, -0.0291, -0.3744]], "lowdin_charge": [-0.6171, 0.0873, -0.0607, 0.7080, -0.0035, 0.0417, -0.0241, -0.1316]}

***

Record 5
{"formula": "C2H3Cl2NO", "method": "wB97M-V/def2-TZVPD", "gap_ha": [0.304, 0.289], "fmax_ev_per_a": 3.4, "energy_ev": -30699.384, "de_lowest_kj_mol": 591.7, "lumo_energy_ev": [-1.00, -1.19], "spin_multiplicity": 1, "species": ["C", "C", "N", "O", "Cl", "Cl", "H", "H", "H"], "xyz": [[0.9756, -0.8413, -0.6260], [0.0984, 0.3139, -0.8409], [-1.3537, 0.1478, 1.0339], [1.5856, -0.9865, 0.3868], [-0.3737, -0.5122, 2.1542], [-1.7508, 1.6847, 1.3181], [0.9844, -1.5874, -1.4951], [0.6272, 1.2954, -0.5181], [-0.7930, 0.4855, -1.4129]], "lowdin_charge": [-0.4043, 0.0165, -1.0426, -0.0482, 0.6389, 0.5551, 0.1282, 0.1050, 0.0514]}

***

Record 6
{"formula": "C40H48N5O9PbSi", "method": "wB97M-V/def2-TZVPD", "total_charge": 1, "gap_ha": 0.292, "fmax_ev_per_a": 1.0, "energy_ev": -81264.955, "de_lowest_kj_mol": 0.0, "lumo_energy_ev": -3.09, "spin_multiplicity": 1, "species": ["Pb", "O", "C", "C", "C", "N", "C", "C", "C", "O", "O", "C", "O", "O", "H", "H", "H", "C", "C", "C", "C", "N", "C", "C", "C", "C", "C", "C", "N", "C", "C", "C", "C", "C", "N", "H", "H", "H", "H", "H", "H", "H", "H", "H", "H", "H", "C", "C", "C", "C", "O", "Si", "O", "O", "C", "C", "C", "C", "O", "C", "C", "C", "C", "H", "H", "H", "H", "H", "H", "H", "H", "H", "H", "H", "H", "H", "H", "H", "H", "H", "H", "H", "H", "H", "H", "H", "H", "H", "H", "H", "N", "C", "C", "C", "C", "C", "C", "H", "H", "H", "H", "H", "H", "H"], "xyz": [[-1.2284, -0.7713, 1.5903], [-3.3384, -3.5497, -4.0151], [-2.9468, -3.0457, -2.8402], [-1.6538, -3.1840, -2.3423], [-1.3442, -2.6274, -1.1116], [-2.2369, -1.9483, -0.4060], [-3.4807, -1.8053, -0.8699], [-3.8939, -2.3522, -2.0671], [-4.3569, -1.0820, 0.1135], [-5.0010, 0.0351, -0.2331], [-4.4146, -1.4538, 1.2575], [0.0537, -2.8354, -0.4892], [0.8294, -3.5458, -1.0957], [0.2550, -2.2998, 0.6431], [-2.6222, -4.0462, -4.4370], [-0.8825, -3.7338, -2.8624], [-4.9113, -2.2761, -2.4152], [-1.1899, -5.1936, 2.8904], [-0.0326, -5.2670, 3.6487], [0.5346, -4.0908, 4.1084], [-0.0592, -2.8756, 3.7760], [-1.1300, -2.8191, 2.9771], [-1.6884, -3.9430, 2.5587], [0.4130, -1.5994, 4.3381], [1.1773, -1.5684, 5.5049], [1.5061, -0.3397, 6.0484], [1.0454, 0.8163, 5.4391], [0.2838, 0.7135, 4.2725], [0.0042, -0.4787, 3.7487], [-0.2991, 1.9043, 3.6172], [0.1343, 3.1979, 3.9158], [-0.4904, 4.2767, 3.3155], [-1.5486, 4.0423, 2.4537], [-1.8965, 2.7267, 2.1952], [-1.2839, 1.6918, 2.7406], [-1.6796, -6.0865, 2.5430], [0.4254, -6.2172, 3.8820], [1.4451, -4.1220, 4.6845], [-2.5699, -3.8302, 1.9443], [1.4715, -2.4833, 5.9906], [2.0848, -0.2894, 6.9586], [1.2497, 1.7749, 5.8862], [0.9650, 3.3719, 4.5787], [-0.1620, 5.2845, 3.5241], [-2.0742, 4.8568, 1.9856], [-2.7142, 2.4945, 1.5281], [0.1658, 2.6189, -3.0882], [0.9563, 3.2524, -1.9388], [1.8477, 4.3699, -2.4930], [-0.0321, 3.8183, -0.9131], [1.8121, 2.3187, -1.2924], [1.7008, 0.7339, -0.9149], [0.2084, 0.4915, -0.1910], [1.7113, -0.2499, -2.1916], [2.7572, -0.7096, -3.0567], [2.9842, 0.3308, -4.1547], [2.2750, -2.0277, -3.6601], [4.0589, -0.9538, -2.2987], [2.9361, 0.3435, 0.0238], [3.3638, 0.5096, 1.3600], [2.6498, 1.7028, 1.9846], [4.8784, 0.7405, 1.3473], [3.0445, -0.7782, 2.1253], [-0.6150, 3.3042, -3.4085], [-0.2911, 1.6920, -2.7576], [0.8113, 2.4071, -3.9359], [1.2376, 5.1120, -3.0005], [2.5609, 3.9624, -3.2045], [2.4046, 4.8508, -1.6942], [-0.6453, 4.5829, -1.3811], [0.5067, 4.2472, -0.0752], [-0.6718, 3.0250, -0.5420], [2.0958, 0.4273, -4.7742], [3.8185, 0.0234, -4.7781], [3.2099, 1.2934, -3.7058], [1.4023, -1.8616, -4.2864], [2.0089, -2.7141, -2.8611], [3.0671, -2.4638, -4.2614], [4.4511, -0.0189, -1.9130], [4.7887, -1.4044, -2.9664], [3.8679, -1.6212, -1.4650], [2.8643, 2.6007, 1.4113], [2.9696, 1.8402, 3.0141], [1.5793, 1.5292, 1.9418], [5.1182, 1.6615, 0.8228], [5.3695, -0.0879, 0.8459], [5.2587, 0.8017, 2.3636], [2.0210, -1.0764, 1.9205], [3.1856, -0.6264, 3.1920], [3.6986, -1.5807, 1.7997], [-2.4137, 1.0047, -1.1179], [-3.3641, 0.7680, -1.9293], [-4.8237, 0.6794, -1.4969], [-5.7861, 0.2184, -2.5461], [-5.4250, 0.1273, -3.8291], [-4.0607, 0.3504, -4.2290], [-3.0917, 0.6400, -3.3404], [-2.6965, 1.0934, -0.1440], [-0.5278, 0.6352, -0.8029], [-5.1145, 1.7236, -1.2752], [-6.7989, 0.0484, -2.2093], [-6.1479, -0.1432, -4.5835], [-3.8238, 0.2464, -5.2760], [-2.0643, 0.7630, -3.6436]], "lowdin_charge": [1.5481, 0.1058, -0.2690, 0.0942, -0.1458, 0.0392, -0.1987, 0.0824, -0.4447, 0.0728, 0.1158, -0.6060, 0.0642, -0.1633, 0.1320, 0.1344, 0.1329, -0.0165, -0.0194, 0.0155, -0.2161, -0.0046, -0.1052, -0.2086, 0.0176, -0.0142, 0.0170, -0.2074, 0.0614, -0.2392, -0.0013, -0.0297, -0.0357, -0.1327, 0.0170, 0.1140, 0.1202, 0.1147, 0.1178, 0.1138, 0.1216, 0.1126, 0.1112, 0.1191, 0.1142, 0.1046, -0.0234, -0.6209, -0.0172, -0.0240, -0.0743, 0.1066, -0.1978, -0.0684, -0.6141, -0.0207, -0.0210, -0.0257, -0.0686, -0.6118, -0.0167, -0.0109, -0.0015, 0.0945, 0.0443, 0.0819, 0.0891, 0.0831, 0.0872, 0.0904, 0.0848, 0.0502, 0.0812, 0.0907, 0.0782, 0.0819, 0.0634, 0.0892, 0.0819, 0.0932, 0.0931, 0.0966, 0.0928, 0.0606, 0.0909, 0.0870, 0.0890, 0.0556, 0.0839, 0.0972, 0.1817, -0.2876, -0.2089, -0.0177, -0.0681, -0.0339, -0.0055, 0.0350, -0.0083, 0.1849, 0.1286, 0.1169, 0.1173, 0.1074]}